# 1
A structure of composition C27H56NO15S3. Source: the Open Molecules 2025 dataset; level of theory: wB97M-V/def2-TZVPD.

Properties
- Total charge: -1
- LUMO level: 1.60 eV

Last column: Mulliken charge in e.
Positions of all 102 atoms, in Å:
C1 -2.029 1.021 -0.152  -0.640
S1 -2.205 2.695 0.370  0.938
O1 -1.049 3.378 -0.126  -0.604
O2 -2.317 2.822 1.784  -0.633
S2 -3.900 3.458 -0.766  1.077
O3 -4.124 2.434 -1.738  -0.598
O4 -3.400 4.663 -1.313  -0.700
N1 -5.121 3.799 0.173  -0.599
S3 -5.784 2.487 0.866  1.308
O5 -4.847 1.489 1.297  -0.614
O6 -6.608 2.981 1.921  -0.794
C2 -6.969 1.651 -0.219  -0.936
C3 -6.536 0.302 -0.770  -0.198
O7 -6.052 0.347 -2.105  -0.480
H1 -1.644 1.008 -1.157  0.412
H2 -1.358 0.517 0.523  0.423
H3 -3.004 0.558 -0.149  0.002
H4 -7.799 1.450 0.441  0.439
H5 -7.333 2.302 -0.999  0.335
H6 -7.417 -0.333 -0.756  0.467
H7 -5.806 -0.164 -0.119  0.115
H8 -6.531 -0.312 -2.627  0.264
C4 -1.016 -4.222 0.664  -0.741
C5 -1.715 -2.920 0.368  0.619
O8 -1.113 -1.873 0.358  -0.427
C6 -3.197 -2.968 0.083  -0.409
H9 0.038 -4.025 0.847  0.237
H10 -1.457 -4.683 1.547  0.002
H11 -1.109 -4.902 -0.183  0.366
H12 -3.727 -3.387 0.939  0.398
H13 -3.389 -3.585 -0.796  0.223
H14 -3.562 -1.960 -0.103  -0.311
C7 4.198 -1.900 0.813  -1.186
C8 2.855 -1.979 0.125  0.720
O9 2.346 -3.044 -0.141  -0.564
C9 2.186 -0.672 -0.214  -0.843
H15 4.570 -2.904 1.000  0.320
H16 4.910 -1.366 0.182  0.336
H17 4.100 -1.373 1.763  0.320
H18 2.820 -0.098 -0.892  0.420
H19 2.007 -0.093 0.693  0.284
H20 1.234 -0.874 -0.697  0.200
C10 3.891 5.623 0.471  -1.060
C11 3.456 4.194 0.242  0.760
O10 4.270 3.320 0.036  -0.593
C12 1.978 3.919 0.283  -0.739
H21 4.976 5.685 0.414  0.230
H22 3.458 6.272 -0.291  0.350
H23 3.567 5.961 1.456  0.320
H24 1.461 4.495 -0.484  0.317
H25 1.571 4.185 1.259  0.356
H26 1.797 2.863 0.104  0.064
C13 -3.083 -7.148 3.900  -1.257
C14 -2.699 -7.332 2.450  0.900
O11 -3.119 -6.596 1.591  -0.526
C15 -1.767 -8.474 2.126  -1.099
H27 -3.753 -6.296 3.992  0.316
H28 -3.590 -8.041 4.269  0.381
H29 -2.192 -6.967 4.503  0.316
H30 -2.222 -9.422 2.421  0.363
H31 -0.822 -8.347 2.657  0.379
H32 -1.570 -8.496 1.058  0.242
C16 -1.057 -12.664 -0.153  -1.150
C17 -1.736 -11.352 -0.471  0.882
O12 -1.123 -10.313 -0.489  -0.532
C18 -3.217 -11.399 -0.762  -1.134
H33 -0.001 -12.488 0.035  0.303
H34 -1.507 -13.114 0.733  0.318
H35 -1.158 -13.351 -0.995  0.339
H36 -3.756 -11.797 0.099  0.311
H37 -3.408 -12.034 -1.629  0.376
H38 -3.576 -10.395 -0.972  0.291
C19 -5.005 -4.031 -5.094  -1.212
C20 -4.931 -3.173 -3.852  0.867
O13 -5.858 -3.103 -3.082  -0.554
C21 -3.648 -2.413 -3.626  -0.829
H39 -5.975 -4.521 -5.138  0.325
H40 -4.878 -3.413 -5.984  0.320
H41 -4.222 -4.791 -5.071  0.329
H42 -3.474 -1.727 -4.456  0.449
H43 -2.810 -3.109 -3.545  0.360
H44 -3.724 -1.837 -2.708  -0.028
C22 7.926 7.863 1.711  -1.058
C23 6.898 7.835 2.815  0.870
O14 5.833 8.391 2.699  -0.551
C24 7.261 7.078 4.071  -1.145
H45 7.539 8.436 0.872  0.189
H46 8.845 8.334 2.065  0.401
H47 8.147 6.849 1.375  0.337
H48 8.153 7.512 4.525  0.331
H49 7.452 6.031 3.834  0.315
H50 6.438 7.137 4.779  0.309
C25 7.754 12.214 -0.325  -1.115
C26 8.065 11.247 -1.442  0.867
O15 8.996 10.481 -1.373  -0.548
C27 7.157 11.281 -2.648  -1.111
H51 8.477 12.086 0.476  0.276
H52 7.807 13.240 -0.693  0.370
H53 6.753 12.025 0.066  0.319
H54 7.186 12.269 -3.111  0.331
H55 6.132 11.054 -2.351  0.316
H56 7.488 10.540 -3.371  0.300

Cartesian forces (eV/Å) of the 3 atoms listed first:
C -0.762 -0.164 -0.132
S 1.166 0.056 0.437
O 0.812 0.630 -1.372

# 2
A cluster of 7 separate species, C27H56NO6 in total. Source: the Open Molecules 2025 dataset; level of theory: wB97M-V/def2-TZVPD.

Properties
- Total charge: -1
- LUMO level: 1.98 eV

Last column: Mulliken charge in e.
Positions of all 90 atoms, in Å:
C1 -5.938 -4.447 -3.898  -0.210
C2 -5.277 -3.768 -5.085  -0.825
C3 -5.503 -2.235 -5.205  -0.796
N1 -4.826 -1.551 -4.110  -0.202
H1 -7.023 -4.261 -3.956  0.013
H2 -5.596 -3.954 -2.981  -0.410
H3 -4.188 -3.877 -5.007  0.262
H4 -5.624 -4.220 -6.018  0.288
H5 -6.574 -2.059 -5.137  0.396
H6 -5.163 -1.879 -6.195  0.344
H7 -3.844 -1.402 -4.287  0.080
H8 -5.275 -0.700 -3.806  0.154
C4 -3.775 -4.226 -0.766  -0.556
C5 -3.639 -4.531 0.726  -0.581
C6 -3.080 -3.219 1.260  -0.276
O1 -3.595 -2.183 0.428  -0.329
C7 -4.202 -2.769 -0.745  -0.346
H9 -4.488 -4.858 -1.293  0.438
H10 -2.804 -4.327 -1.259  0.175
H11 -4.624 -4.725 1.159  0.290
H12 -2.997 -5.384 0.945  0.355
H13 -1.984 -3.205 1.196  0.138
H14 -3.365 -3.023 2.297  0.270
H15 -5.288 -2.680 -0.659  0.231
H16 -3.887 -2.228 -1.634  0.129
C8 -1.902 0.664 2.693  -0.125
C9 -1.209 0.909 4.032  -0.592
C10 -0.580 -0.452 4.313  -0.587
O2 -0.277 -1.020 3.038  -0.401
C11 -0.917 -0.259 2.004  0.133
H17 -2.094 1.566 2.116  0.028
H18 -2.852 0.148 2.850  0.219
H19 -0.427 1.665 3.917  0.253
H20 -1.882 1.235 4.825  0.410
H21 -1.277 -1.116 4.836  0.340
H22 0.338 -0.383 4.902  0.286
H23 -0.146 0.312 1.469  -0.017
H24 -1.397 -0.940 1.301  0.057
C12 -2.038 4.266 -1.638  -0.597
C13 -2.916 5.022 -0.644  -0.589
C14 -3.536 3.880 0.149  -0.500
O3 -2.570 2.828 0.160  -0.340
C15 -1.534 3.110 -0.786  -0.065
H25 -1.230 4.863 -2.056  0.382
H26 -2.645 3.888 -2.463  0.279
H27 -2.296 5.643 0.008  0.261
H28 -3.662 5.662 -1.114  0.357
H29 -4.448 3.511 -0.332  0.307
H30 -3.775 4.155 1.177  0.277
H31 -0.625 3.386 -0.239  0.205
H32 -1.328 2.211 -1.368  -0.019
C16 2.659 -1.250 2.100  0.397
C17 4.037 -1.379 1.465  -0.824
C18 4.560 0.046 1.574  -0.196
O4 3.973 0.606 2.751  -0.395
C19 2.914 -0.247 3.213  -0.231
H33 2.246 -2.188 2.462  0.470
H34 1.961 -0.835 1.370  -0.525
H35 4.668 -2.058 2.045  0.329
H36 4.004 -1.741 0.438  0.390
H37 4.244 0.650 0.715  0.336
H38 5.647 0.095 1.650  0.041
H39 3.243 -0.747 4.131  0.175
H40 2.041 0.362 3.443  -0.018
C20 8.629 3.323 2.174  -0.610
C21 7.431 2.420 2.453  -0.349
C22 6.264 3.370 2.243  -0.167
O5 6.689 4.314 1.253  -0.426
C23 8.097 4.193 1.043  -0.435
H41 9.535 2.783 1.902  0.335
H42 8.848 3.936 3.052  0.285
H43 7.395 1.613 1.718  0.138
H44 7.437 1.974 3.446  0.386
H45 6.025 3.915 3.162  0.236
H46 5.363 2.863 1.901  0.082
H47 8.265 3.720 0.068  0.268
H48 8.542 5.189 1.024  0.281
C24 2.213 -0.679 -2.274  -0.100
C25 1.001 -1.561 -1.979  -0.612
C26 -0.145 -0.569 -2.125  0.443
O6 0.278 0.388 -3.105  -0.448
C27 1.672 0.234 -3.366  -0.573
H49 3.098 -1.233 -2.585  0.428
H50 2.470 -0.092 -1.387  -0.140
H51 0.919 -2.349 -2.731  0.342
H52 1.026 -2.031 -0.997  0.316
H53 -0.337 -0.045 -1.182  -0.365
H54 -1.073 -1.033 -2.456  0.171
H55 1.797 -0.217 -4.357  0.284
H56 2.145 1.218 -3.372  0.289

Cartesian forces (eV/Å) of the 3 atoms listed first:
C 0.049 -0.041 -0.083
C -0.310 0.430 0.533
C 0.186 -0.620 -0.123

# 3
A structure of composition C27H57AlBBr4Cl3F9MgN6O14PS. Source: the Open Molecules 2025 dataset; level of theory: wB97M-V/def2-TZVPD.

Properties
- Total charge: +2
- Energy relative to the best compared isomer or geometry (same formula, charge and spin): 0.000 eV
- LUMO level: -10.10 eV

Last column: Mulliken charge in e.
Positions of all 125 atoms, in Å:
C1 -1.952 -3.171 2.832  -0.813
C2 -1.461 -1.890 3.454  -0.055
O1 -0.046 -1.755 3.281  -0.229
P1 0.707 -1.307 4.627  0.866
O2 0.468 -2.276 5.697  -0.854
C3 2.456 -1.165 4.242  -1.151
C4 2.849 -1.536 2.806  -0.960
C5 2.652 -0.396 1.797  -0.127
C6 3.678 -0.468 0.699  -0.600
C7 3.988 0.761 -0.229  -1.269
C8 3.731 2.169 0.228  0.818
F1 4.484 2.389 1.333  -0.363
F2 2.429 2.362 0.605  -0.275
C9 4.123 3.216 -0.861  0.562
F3 3.044 3.621 -1.560  -0.272
F4 4.649 4.299 -0.252  -0.277
F5 5.039 2.652 -1.633  -0.110
N1 3.496 0.423 -1.583  1.159
C10 2.053 0.652 -1.711  -0.465
C11 1.447 0.344 -3.080  -0.387
C12 1.162 -1.104 -3.383  -1.322
O3 2.187 0.898 -4.142  -0.592
C13 3.882 -0.924 -1.567  -1.526
N2 4.571 -1.473 -2.490  1.382
C14 5.099 -2.817 -2.257  -1.303
N3 4.239 -3.918 -2.686  -0.454
C15 4.843 -0.676 -3.728  0.703
C16 5.605 -1.448 -4.755  -1.044
O4 4.797 -2.534 -5.224  -0.599
N4 3.557 -1.514 -0.335  0.503
Cl1 2.272 -2.622 -0.287  -0.122
O5 0.160 0.119 5.073  -0.417
C17 -0.219 1.114 4.106  -0.086
C18 0.911 2.046 3.675  -0.924
H1 -1.791 -4.036 3.460  0.362
H2 -1.485 -3.343 1.864  -0.061
H3 -3.021 -3.073 2.655  0.370
H4 -1.948 -1.063 2.952  -0.120
H5 -1.729 -1.888 4.502  0.467
H6 2.951 -1.850 4.914  0.547
H7 2.830 -0.174 4.462  0.619
H8 3.902 -1.796 2.830  0.713
H9 2.345 -2.434 2.475  0.364
H10 1.637 -0.424 1.420  0.401
H11 2.858 0.523 2.326  0.371
H12 4.642 -0.663 1.152  0.429
H13 5.072 0.716 -0.314  0.680
H14 1.872 1.702 -1.541  0.877
H15 1.459 0.125 -0.960  -0.157
H16 0.478 0.847 -3.057  0.688
H17 2.021 -1.754 -3.306  0.035
H18 0.824 -1.161 -4.412  0.462
H19 0.337 -1.440 -2.768  0.309
H20 2.185 1.854 -4.079  0.358
H21 6.049 -2.937 -2.752  0.443
H22 5.293 -2.934 -1.206  0.407
H23 3.511 -3.627 -3.318  0.318
H24 3.850 -4.375 -1.881  0.345
H25 3.891 -0.383 -4.144  0.016
H26 5.418 0.194 -3.437  -0.185
H27 5.880 -0.804 -5.578  0.474
H28 6.527 -1.844 -4.348  0.460
H29 5.223 -3.367 -5.028  0.377
H30 -0.694 0.679 3.233  -0.038
H31 -0.958 1.720 4.612  0.664
H32 1.871 1.705 4.030  0.275
H33 0.913 2.150 2.598  0.062
H34 0.759 3.034 4.089  0.446
C19 -5.257 -0.966 0.663  -0.534
Br1 -3.761 -2.114 -0.310  0.092
Br2 -6.584 -2.128 1.415  0.111
Br3 -4.383 0.131 2.017  0.153
H35 -5.791 -0.284 -0.172  0.526
Br4 -6.511 1.095 0.502  -0.264
B1 7.807 2.214 -2.959  0.532
F6 7.427 0.976 -2.347  -0.337
F7 7.839 3.200 -1.948  -0.430
F8 9.059 2.073 -3.528  -0.323
F9 6.858 2.578 -3.917  -0.393
C20 -9.869 1.076 -3.647  -0.827
N5 -10.888 1.732 -2.768  -0.112
C21 -11.969 2.280 -3.645  -0.865
C22 -10.251 2.854 -2.024  -0.822
C23 -11.536 0.749 -1.821  -0.655
C24 -10.649 0.116 -0.781  -0.469
O6 -9.617 -0.653 -1.389  -0.369
H36 -9.645 1.760 -4.462  0.393
H37 -8.972 0.888 -3.074  0.336
H38 -10.284 0.152 -4.036  0.360
H39 -11.530 3.002 -4.326  0.403
H40 -12.717 2.762 -3.021  0.398
H41 -12.415 1.460 -4.201  0.393
H42 -9.422 2.468 -1.439  0.307
H43 -10.994 3.312 -1.376  0.355
H44 -9.884 3.579 -2.745  0.403
H45 -11.982 -0.020 -2.450  0.442
H46 -12.327 1.300 -1.315  0.330
H47 -11.274 -0.545 -0.177  0.448
H48 -10.210 0.865 -0.113  0.398
H49 -9.122 -1.072 -0.677  0.134
C25 -10.750 -4.151 -0.872  -0.361
Cl2 -9.395 -3.574 0.126  -0.131
Cl3 -12.130 -3.056 -0.798  -0.121
H50 -10.414 -4.220 -1.898  0.258
H51 -11.057 -5.122 -0.505  0.359
N6 7.440 -2.063 0.818  0.950
O7 6.256 -1.879 0.477  -0.404
O8 8.138 -2.841 0.187  -0.510
O9 7.885 -1.460 1.788  -0.524
Mg1 -3.366 -4.630 -0.469  0.932
O10 -0.530 4.482 7.971  -0.500
S1 -0.459 3.158 7.370  1.291
O11 -1.229 3.134 6.130  -0.494
O12 -1.020 2.136 8.329  -0.231
O13 0.931 2.831 7.072  -0.435
Al1 -1.448 1.811 10.119  0.331
C26 9.778 1.006 0.919  -0.514
C27 9.571 2.353 1.608  -0.174
O14 9.851 3.411 0.735  -0.410
H52 10.805 0.915 0.569  0.302
H53 9.562 0.182 1.601  0.211
H54 9.125 0.922 0.047  0.029
H55 10.227 2.464 2.469  0.326
H56 8.525 2.435 1.952  0.181
H57 9.260 3.332 -0.034  0.350

Cartesian forces (eV/Å) of the 3 atoms listed first:
C -0.264 -0.278 -0.170
C -0.075 -0.222 -0.450
O -0.070 0.553 -0.343

# 4
A structure of composition C27H57Be2F5N5O11S4. Source: the Open Molecules 2025 dataset; level of theory: wB97M-V/def2-TZVPD.

Properties
- Total charge: +1
- LUMO level: -8.93 eV

Last column: Mulliken charge in e.
Positions of all 111 atoms, in Å:
Be1 0.013 -4.686 -5.139  0.554
Be2 4.396 0.765 -8.180  0.706
F1 0.715 -1.361 -7.713  -0.462
N1 6.997 -3.000 -7.149  -0.109
S1 6.395 -4.629 -7.404  1.055
O1 5.283 -4.988 -6.490  -0.503
O2 7.203 -5.628 -8.053  -0.445
F2 5.572 -4.099 -8.770  -0.303
S2 8.440 -3.374 -6.699  1.036
O3 9.465 -3.723 -7.690  -0.462
O4 8.616 -3.867 -5.344  -0.490
F3 8.801 -1.839 -6.541  -0.274
N2 1.718 -1.560 -2.197  -0.190
S3 1.599 0.180 -2.034  1.033
O5 2.390 0.954 -2.997  -0.523
O6 1.191 0.769 -0.754  -0.489
F4 0.210 0.160 -2.845  -0.261
S4 2.598 -1.768 -0.946  1.096
O7 1.835 -2.180 0.239  -0.539
O8 3.799 -0.953 -0.684  -0.512
F5 3.239 -3.117 -1.379  -0.240
C1 -6.139 5.202 1.707  -1.645
C2 -7.039 4.720 0.484  1.333
C3 -8.554 4.742 0.997  -1.264
C4 -9.622 4.520 -0.036  -0.764
C5 -9.342 5.469 -1.243  -1.113
C6 -7.771 5.522 -1.789  1.377
N3 -6.830 5.612 -0.642  0.323
O9 -5.548 5.754 -0.987  -0.369
C7 -7.403 4.387 -2.786  -1.618
C8 -7.687 6.846 -2.554  -1.903
C9 -6.608 3.305 0.120  -1.566
H1 -6.535 4.558 2.492  0.421
H2 -6.276 6.228 2.050  0.387
H3 -5.080 5.061 1.490  0.405
H4 -8.783 4.276 1.955  0.405
H5 -8.643 5.804 1.224  0.445
H6 -10.612 4.782 0.337  0.414
H7 -9.675 3.507 -0.434  0.367
H8 -9.578 6.350 -0.647  0.382
H9 -10.046 5.258 -2.048  0.423
H10 -7.848 4.485 -3.777  0.457
H11 -6.323 4.338 -2.922  0.347
H12 -7.782 3.403 -2.512  0.317
H13 -6.671 7.017 -2.910  0.554
H14 -8.431 6.966 -3.341  0.400
H15 -7.826 7.758 -1.974  0.405
H16 -6.537 2.622 0.966  0.390
H17 -5.631 3.245 -0.360  0.395
H18 -7.329 2.782 -0.508  0.286
H19 -5.535 6.633 -1.374  0.435
C10 -3.741 -4.548 -0.868  -1.123
C11 -4.112 -6.092 -1.013  0.385
C12 -5.376 -6.215 -1.969  -1.295
C13 -5.802 -7.612 -2.372  -0.568
C14 -4.654 -8.319 -3.088  -1.129
C15 -3.324 -8.202 -2.275  1.434
N4 -3.144 -6.775 -1.860  0.367
O10 -1.986 -6.663 -1.272  -0.363
C16 -3.368 -9.273 -1.221  -1.659
C17 -2.205 -8.580 -3.271  -1.660
C18 -4.453 -6.632 0.375  -1.293
H20 -2.703 -4.278 -0.675  0.387
H21 -4.194 -4.094 0.014  0.374
H22 -4.106 -3.878 -1.646  0.368
H23 -6.158 -5.790 -1.340  0.439
H24 -5.415 -5.563 -2.842  0.465
H25 -6.612 -7.457 -3.085  0.363
H26 -6.318 -8.110 -1.550  0.351
H27 -4.517 -8.001 -4.122  0.383
H28 -4.810 -9.390 -3.216  0.421
H29 -2.538 -9.224 -0.516  0.349
H30 -4.336 -9.255 -0.720  0.344
H31 -3.343 -10.295 -1.598  0.454
H32 -2.221 -9.652 -3.472  0.379
H33 -2.199 -7.995 -4.191  0.373
H34 -1.231 -8.349 -2.839  0.434
H35 -5.093 -7.514 0.333  0.378
H36 -4.896 -5.791 0.908  0.405
H37 -3.611 -7.085 0.898  0.298
H38 -2.135 -6.058 -0.542  0.490
C19 9.464 2.500 7.893  -1.722
C20 9.344 3.395 6.583  1.443
C21 9.896 2.531 5.457  -1.431
C22 9.526 3.032 3.955  -0.694
C23 8.003 3.238 3.864  -1.193
C24 7.463 4.246 4.857  1.599
N5 7.899 3.757 6.241  0.373
O11 7.337 4.408 7.392  -0.463
C25 7.834 5.654 4.335  -1.658
C26 5.970 4.071 4.859  -1.978
C27 10.233 4.625 6.621  -1.564
H39 10.482 2.121 7.984  0.365
H40 8.775 1.668 7.753  0.457
H41 9.202 3.055 8.793  0.391
H42 10.950 2.371 5.686  0.591
H43 9.539 1.509 5.581  0.404
H44 9.951 2.443 3.142  0.409
H45 10.051 3.987 3.944  0.284
H46 7.563 2.264 4.077  0.378
H47 7.614 3.567 2.900  0.515
H48 7.332 5.911 3.402  0.423
H49 7.642 6.468 5.034  0.437
H50 8.855 5.937 4.079  0.319
H51 5.429 4.562 5.669  0.429
H52 5.393 4.420 4.003  0.388
H53 5.675 3.031 5.003  0.434
H54 10.061 5.310 7.451  0.372
H55 10.240 5.355 5.811  0.283
H56 11.267 4.282 6.576  0.408
H57 6.821 3.762 7.881  0.340

Cartesian forces (eV/Å) of the 3 atoms listed first:
Be 0.095 0.231 -0.014
Be -0.283 -0.409 0.141
F 0.324 0.045 0.058

| no. | frontier orbital gap (eV) | HOMO energy (eV) |
| --- | --- | --- |
| 1 | 7.773 | -6.176 |
| 2 | 2.882 | -0.899 |
| 3 | 1.273 | -11.376 |
| 4 | 0.950 | -9.880 |